No. 1
The following is a quantum chemistry calculation of C6H12N2O in the gas phase at a distorted geometry, from the Open Molecules 2025 dataset.

Positions of all 21 atoms, in Å:
C 2.2480 1.2875 0.2190
C 1.0124 0.3547 -0.0576
N 0.9389 -0.8950 -0.1267
N 2.1223 -1.7162 0.1155
C -0.2407 1.1909 -0.5873
C -1.2401 2.0130 0.2661
C -1.4983 0.4998 -0.3590
C -1.8171 -0.6334 0.6137
O -1.8773 -1.8120 -0.1385
H 1.8549 2.2214 0.8023
H 3.0320 0.9630 0.9195
H 2.8751 1.4137 -0.7037
H 1.8089 -2.6795 -0.2806
H 2.9381 -1.3871 -0.2913
H -0.0776 1.7361 -1.4569
H -0.9537 1.8410 1.3547
H -1.4726 2.9156 -0.3067
H -2.2356 0.5211 -1.1495
H -2.7399 -0.4536 1.0618
H -1.1355 -0.6391 1.4416
H -1.0890 -1.9528 -0.7733

For the HOMO energy, the calculation gives -8.990 eV. The calculation puts the molecular weight at 128.17 g/mol. The value obtained for the energy relative to the best compared isomer or geometry (same formula, charge and spin) is 4.281 eV. The calculation puts the energy at -11440.389 eV. Its total charge is 0.

Calculated atomic charges, method Mulliken, unit e: atom 1 (C): -1.317, atom 2 (C): 0.372, atom 3 (N): 0.089, atom 4 (N): -0.760, atom 5 (C): -0.026, atom 6 (C): -0.869, atom 7 (C): -0.380, atom 8 (C): -0.795, atom 9 (O): -0.586, atom 10 (H): 0.296, atom 11 (H): 0.420, atom 12 (H): 0.326, atom 13 (H): 0.251, atom 14 (H): 0.229, atom 15 (H): 0.568, atom 16 (H): 0.292, atom 17 (H): 0.368, atom 18 (H): 0.357, atom 19 (H): 0.448, atom 20 (H): 0.348, atom 21 (H): 0.367

***

No. 2
The following is a quantum chemistry calculation of a molecular structure, C6H12N2O at a distorted geometry, from the Open Molecules 2025 dataset.

Positions of all 21 atoms, in Å:
C 3.1780 0.9763 0.4132
C 2.7362 -0.4218 -0.1232
C 1.3732 -0.8497 0.2434
C -1.2162 -0.5081 0.6016
C -2.8880 -0.4300 0.4364
C -1.7996 0.8871 0.3071
H 2.0497 1.8461 0.3722
H 3.8922 1.5138 -0.5892
H 3.5974 0.9759 1.6173
H 3.5819 -1.1202 0.3810
H 2.5629 -0.5402 -1.2372
H 1.3589 -1.0745 1.4060
H -1.2832 0.1764 -1.3483
H -0.6853 -0.9301 1.6219
H -3.4113 -0.5289 1.4909
H -3.7553 -1.3591 -0.4331
H -1.7877 1.4647 1.2072
H -0.4618 1.4527 -0.7638
N 0.5753 -0.7375 -0.8309
N -0.8525 -1.2311 -0.6124
O -1.5025 1.7476 -0.6115

For the HOMO energy, the calculation gives -9.019 eV. The calculation puts the molecular weight at 128.17 g/mol. The value obtained for the energy relative to the best compared isomer or geometry (same formula, charge and spin) is 14.499 eV. The calculation puts the energy at -11430.172 eV. Its total charge is 0.

Calculated atomic charges, method Mulliken, unit e: atom 1 (C): -0.720, atom 2 (C): -0.455, atom 3 (C): 0.153, atom 4 (C): -0.143, atom 5 (C): -0.719, atom 6 (C): -0.148, atom 7 (H): 0.116, atom 8 (H): 0.241, atom 9 (H): 0.275, atom 10 (H): 0.240, atom 11 (H): 0.351, atom 12 (H): 0.136, atom 13 (H): 0.457, atom 14 (H): 0.355, atom 15 (H): 0.240, atom 16 (H): 0.250, atom 17 (H): 0.405, atom 18 (H): 0.326, atom 19 (N): -0.378, atom 20 (N): -0.478, atom 21 (O): -0.502

***

No. 3
The following is a quantum chemistry calculation of C6H12N2O2S in the gas phase at a distorted geometry, from the Open Molecules 2025 dataset.

Positions of all 23 atoms, in Å:
C 1.8637 0.5042 -0.0266
C -0.3108 1.8429 -0.6383
C -0.5816 0.4393 -1.0613
C 2.5173 -0.5851 -0.2729
C -1.0022 0.1601 -2.4224
C -0.7821 -1.9663 1.7284
N -1.5263 0.5369 2.3050
N 0.7734 0.9252 -0.9822
O 2.1772 1.1457 1.1373
O -0.8660 -0.5195 -0.0873
S -0.4394 -0.2140 1.5841
H -0.5357 2.4659 -1.4420
H -0.7572 2.2384 0.2732
H -0.1623 -2.6094 1.0983
H 3.4162 -0.9105 0.1404
H 2.4550 -1.1720 -1.1222
H -1.6818 -0.7546 -2.4994
H -0.1102 -0.1323 -3.0912
H -1.4900 1.0904 -2.8806
H -0.5634 -2.3319 2.7755
H -1.9001 -2.0526 1.4664
H -2.2408 -0.0026 2.6291
H 1.7472 1.9018 1.3887

For the HOMO energy, the calculation gives -8.362 eV. The calculation puts the molecular weight at 176.24 g/mol. The value obtained for the energy relative to the best compared isomer or geometry (same formula, charge and spin) is 5.335 eV. The calculation puts the energy at -24321.633 eV. Its total charge is 0.

Calculated atomic charges, method Mulliken, unit e: atom 1 (C): 0.455, atom 2 (C): -0.971, atom 3 (C): 1.418, atom 4 (C): -1.100, atom 5 (C): -1.398, atom 6 (C): -0.964, atom 7 (N): -0.663, atom 8 (N): -0.296, atom 9 (O): -0.487, atom 10 (O): -0.427, atom 11 (S): 0.595, atom 12 (H): 0.378, atom 13 (H): 0.271, atom 14 (H): 0.305, atom 15 (H): 0.388, atom 16 (H): 0.321, atom 17 (H): 0.339, atom 18 (H): 0.246, atom 19 (H): 0.308, atom 20 (H): 0.358, atom 21 (H): 0.328, atom 22 (H): 0.225, atom 23 (H): 0.373

***

No. 4
The following is a quantum chemistry calculation of C6H12N2O3 in the gas phase at a distorted geometry, from the Open Molecules 2025 dataset.

Positions of all 23 atoms, in Å:
C -2.7230 -0.7185 -0.8345
C -1.3810 -0.5669 0.1017
N -1.7879 -0.6499 1.4864
C -0.6436 0.6946 -0.1965
O -0.8549 1.7840 0.4243
N 0.3679 0.5333 -1.1088
C 1.6558 0.4850 -0.5679
C 2.1111 1.6374 0.4106
C 1.7615 -0.8682 0.1924
O 1.7003 -0.9485 1.3807
O 2.0555 -1.9300 -0.6287
H -2.5219 -0.9319 -1.9917
H -3.3152 0.2541 -0.7004
H -3.2483 -1.5862 -0.3642
H -0.6915 -1.3738 -0.1007
H -2.4836 0.0045 1.9482
H -0.9776 -0.4949 2.1406
H 0.1604 1.1204 -1.9880
H 2.3009 0.3188 -1.5000
H 3.2214 1.8811 0.5393
H 1.6398 1.5000 1.4179
H 1.6356 2.4779 -0.0956
H 2.0182 -2.6222 0.0351

For the HOMO energy, the calculation gives -9.190 eV. The calculation puts the molecular weight at 160.17 g/mol. The value obtained for the energy relative to the best compared isomer or geometry (same formula, charge and spin) is 2.497 eV. The calculation puts the energy at -15538.002 eV. Its total charge is 0.

Calculated atomic charges, method Mulliken, unit e: atom 1 (C): -1.270, atom 2 (C): 0.467, atom 3 (N): -0.718, atom 4 (C): 0.072, atom 5 (O): -0.608, atom 6 (N): -0.160, atom 7 (C): 0.114, atom 8 (C): -1.138, atom 9 (C): 0.369, atom 10 (O): -0.530, atom 11 (O): -0.476, atom 12 (H): 0.278, atom 13 (H): 0.320, atom 14 (H): 0.356, atom 15 (H): 0.302, atom 16 (H): 0.257, atom 17 (H): 0.274, atom 18 (H): 0.337, atom 19 (H): 0.455, atom 20 (H): 0.312, atom 21 (H): 0.270, atom 22 (H): 0.340, atom 23 (H): 0.377

***

No. 5
The following is a quantum chemistry calculation of C6H12N2O3S2 in the gas phase at a distorted geometry, from the Open Molecules 2025 dataset.

Positions of all 25 atoms, in Å:
N -1.8971 -1.1336 2.6957
C -1.0374 -0.1850 2.0261
C 0.2342 0.0027 2.8778
S 1.3475 1.3374 2.3590
C -0.6570 -0.6537 0.6183
O -0.5815 -1.8403 0.3404
N -0.4224 0.3246 -0.3136
C 0.1186 -0.0660 -1.5975
C 0.1022 1.1002 -2.5811
S -1.6066 1.7275 -2.7483
C 1.5476 -0.5822 -1.4657
O 2.2841 -0.4098 -0.5166
O 1.9265 -1.2353 -2.5759
H -1.5458 -2.0543 2.4718
H -2.8181 -1.1032 2.2600
H -1.5380 0.7989 1.9684
H -0.1138 0.2471 3.9020
H 0.7956 -0.9371 2.9281
H 1.9327 0.6691 1.3638
H -0.2695 1.2574 0.0323
H -0.4778 -0.9295 -2.0005
H 0.7369 1.9131 -2.2272
H 0.4749 0.7541 -3.5612
H -1.3734 2.5172 -3.8254
H 2.8379 -1.5191 -2.4307

For the HOMO energy, the calculation gives -9.114 eV. The calculation puts the molecular weight at 224.31 g/mol. The value obtained for the energy relative to the best compared isomer or geometry (same formula, charge and spin) is 0.000 eV. The calculation puts the energy at -37210.999 eV. Its total charge is 0.

Calculated atomic charges, method Mulliken, unit e: atom 1 (N): -0.751, atom 2 (C): 0.098, atom 3 (C): -0.799, atom 4 (S): -0.231, atom 5 (C): 0.329, atom 6 (O): -0.669, atom 7 (N): -0.075, atom 8 (C): 0.082, atom 9 (C): -0.921, atom 10 (S): -0.222, atom 11 (C): 0.349, atom 12 (O): -0.571, atom 13 (O): -0.455, atom 14 (H): 0.290, atom 15 (H): 0.304, atom 16 (H): 0.325, atom 17 (H): 0.380, atom 18 (H): 0.318, atom 19 (H): 0.131, atom 20 (H): 0.376, atom 21 (H): 0.339, atom 22 (H): 0.421, atom 23 (H): 0.448, atom 24 (H): 0.140, atom 25 (H): 0.365

***

No. 6
The following is a quantum chemistry calculation of a molecular structure, C6H12N2O4S at a distorted geometry, from the Open Molecules 2025 dataset.

Positions of all 25 atoms, in Å:
C -1.7394 -0.5526 0.1221
C -0.4516 -0.1318 -0.3143
C -2.8264 0.4810 -0.4661
C 1.8922 -0.0224 0.3311
C 1.8920 1.4357 0.2021
C 3.0484 -0.6590 -0.5155
H -2.8539 -1.2513 1.7804
H -1.3336 -0.1443 2.1692
H -1.7893 -1.3415 -0.5824
H -2.5998 -0.0358 -1.7042
H -2.4696 1.6825 -0.4458
H -4.9550 0.7987 -1.4271
H 0.3255 -1.4285 1.1241
H 2.3219 -0.0114 1.3358
H 4.0891 -0.2168 -0.2385
H 2.9143 -0.3646 -1.6998
H 2.5328 -2.6420 -1.2364
H 1.0068 3.1530 0.7774
N -1.6987 -1.0836 1.4515
N 0.6261 -0.7070 0.3303
O -0.3855 0.7691 -1.1156
O 3.0438 2.0210 -0.0320
O 3.2644 -2.0688 -0.3391
O 0.8169 2.1407 0.6646
S -4.6712 0.1799 -0.1720

For the HOMO energy, the calculation gives -9.307 eV. The calculation puts the molecular weight at 208.24 g/mol. The value obtained for the energy relative to the best compared isomer or geometry (same formula, charge and spin) is 6.810 eV. The calculation puts the energy at -28416.046 eV. Its total charge is 0.

Calculated atomic charges, method Mulliken, unit e: atom 1 (C): -0.225, atom 2 (C): 0.330, atom 3 (C): -0.349, atom 4 (C): 0.653, atom 5 (C): 0.164, atom 6 (C): -0.661, atom 7 (H): 0.363, atom 8 (H): 0.331, atom 9 (H): 0.302, atom 10 (H): 0.220, atom 11 (H): 0.271, atom 12 (H): 0.168, atom 13 (H): 0.420, atom 14 (H): 0.100, atom 15 (H): 0.282, atom 16 (H): 0.248, atom 17 (H): 0.366, atom 18 (H): 0.371, atom 19 (N): -0.714, atom 20 (N): -0.131, atom 21 (O): -0.589, atom 22 (O): -0.630, atom 23 (O): -0.585, atom 24 (O): -0.438, atom 25 (S): -0.267

***

Kohn-Sham gap, record by record: 9.84, 9.40, 9.09, 9.72, 9.58, 9.40 eV